Record 1
268
Properties=species:S:1:pos:R:3:mulliken_charge:R:1 method="wB97M-V/def2-TZVPD" lumo_energy_ev=0.548 de_lowest_kcal_mol=0.0 smiles=CC1(C)CCCC(C)(C)N1O.CC1(C)CCCC(C)(C)N1O.CC1(C)CCCC(C)(C)N1O.COC[C@H](C)N.COC[C@H](C)N.COCCNCCOC.COCCNCCOC.COCCNCCOC.COCCNCCOC.COCCNCCOC.COCCNCCOC orbital_gap_ev=8.5 energy_ev=-127553.2772
H -0.53738 4.01827 -4.79710 -0.0605
H 0.23515 3.99275 1.37661 0.4423
H -1.04056 -1.59021 -0.34261 -0.9618
H 0.99999 3.45423 -2.28919 0.0752
H 2.43935 0.02004 9.04308 0.2716
H 4.64443 -3.48441 1.80139 0.1051
C -8.32616 0.67418 0.49849 -0.4970
H 2.39582 1.41996 -4.72647 -0.1955
H -6.71912 -4.29423 -2.59779 0.3113
H -10.05600 0.32261 -0.85855 0.4769
H 5.89104 1.86174 -4.71501 0.2939
H 3.70515 -5.70074 8.27564 0.3600
N -2.65799 -2.75662 -0.81792 0.7559
C 6.15488 -1.63507 -1.33123 -0.5755
H -2.84707 4.82747 -4.86709 0.4861
H -2.65275 3.01552 6.12365 0.3692
C -3.91171 2.00802 4.71563 0.7079
C -3.96223 -4.68619 2.08077 -0.8223
C -9.00890 1.93326 6.74588 -0.7569
N 1.66041 0.41823 8.52617 -0.8354
H 1.62698 -2.84212 -7.24138 0.3681
O -8.34314 0.39803 -1.91751 -0.2379
C -0.35786 1.91123 1.15133 2.3785
O -3.80194 4.37239 5.03997 -0.3796
O -4.12493 -5.52934 -0.14724 -0.1059
C 1.10019 1.71652 -0.97536 2.9673
H 3.00988 -4.07841 3.75188 0.3102
H -5.80010 -4.79824 0.92001 0.2364
C 7.68317 -1.85170 -1.22083 -1.0277
H -1.48207 3.81736 1.07299 0.4797
H 5.16434 -4.96575 -1.62045 0.4564
C 2.75803 -3.32154 -4.88454 -1.5501
C -4.88849 -1.85117 -1.38916 -0.7858
H -0.15386 -1.36056 8.05354 0.5680
C -1.23362 -2.45825 -0.98556 0.7821
H 2.81392 1.51646 -2.29960 -0.2640
H 3.40542 -3.26920 -0.23753 0.6904
O 1.12480 2.01900 6.27538 -0.4125
H 0.43730 -2.03868 6.56964 0.2639
H -3.57768 6.42336 4.98926 0.2791
H 0.46207 -0.81355 -4.29514 0.5445
H -4.59080 -7.44524 -0.76348 0.3291
C -0.29220 -3.51408 -0.40700 0.4707
H 7.33215 4.27436 -1.02398 0.3994
C 1.02292 -2.43252 -6.42694 -1.5714
H 3.47438 -2.67003 -1.91777 -1.3102
C -1.22119 5.95476 -7.57029 -0.3975
C -0.38704 3.75093 -0.67866 -0.3206
C 1.43659 5.87617 -4.26519 -0.3480
C 3.62832 -4.17633 6.21094 -0.7011
H -4.49199 2.71383 0.87404 0.4535
C -0.72299 5.08551 -4.62883 0.4134
H 4.25610 1.23942 -6.61589 0.1698
O 3.41543 -3.77299 7.56104 -0.1926
N 6.57102 3.43197 0.72096 -0.4914
C 7.03548 3.29082 -0.65941 0.0127
H -0.38621 -5.90567 -2.67588 0.3674
H 6.64925 -4.22620 -2.18176 0.3809
H 3.13407 1.59833 -7.96136 0.3906
H -2.03261 -2.97799 2.57536 -0.0571
C -7.07067 0.76273 6.21490 -1.0888
H 7.89501 -2.71778 -1.85520 0.5513
H -1.83478 5.29429 -9.53155 0.3672
N 3.63002 -3.28687 3.90717 0.0013
C -3.06236 3.19095 5.12134 -0.4885
H 8.41416 -3.68103 2.68474 0.4914
H -2.19580 3.16683 4.44370 0.0757
C -3.78734 6.99036 -9.96727 -0.7720
H 0.59746 1.10090 -3.05792 -0.1422
H 0.01639 0.73505 2.90264 0.4090
C 7.25566 -3.45080 0.80125 1.3493
H 2.64505 3.15697 5.34156 0.3447
H -3.10386 -1.59860 -2.51430 0.4417
C -2.98880 5.52382 5.16599 -0.7459
H -1.61950 0.16323 1.04877 -0.5814
H 0.32960 -3.20556 -6.08178 0.4372
N -6.91120 0.30412 0.50955 0.1589
H 1.85362 4.85662 -4.22377 -0.0514
C 1.47760 -0.19969 7.20953 1.1705
H 3.73655 -1.57175 -0.56802 -0.3123
H 4.62309 1.23320 1.29831 -0.0677
C 0.28988 -1.25814 -7.04866 -0.4314
C 4.04989 -4.67622 8.45515 -0.8702
H 3.67755 -4.39074 9.43786 0.2311
C -9.00779 0.04726 -0.70509 -0.9681
H 5.44413 1.81027 -1.14030 -0.5460
H -2.60964 5.57490 6.18881 0.3245
C -5.87650 0.65953 5.27052 0.7748
O 3.89595 -0.72186 -4.90740 0.1403
C 3.91010 -2.59117 -0.92582 -0.5140
H -8.36026 2.45115 -1.73656 0.2945
H 4.89878 -1.30325 2.53925 -0.1800
H -0.77604 -4.25941 -3.02451 0.2144
H -4.27094 -4.84745 3.11106 0.5476
N -2.07450 5.08927 -6.74068 -0.4236
H 5.96644 -1.40200 -2.38183 0.0829
H -0.91347 2.14389 3.28019 -1.6074
H 4.68779 -1.07734 -5.32604 0.2702
C -5.23762 2.09920 0.35705 -0.6111
H 4.10494 -0.61036 3.97238 0.2739
H 3.17573 1.97505 2.05311 0.0320
C -2.62788 -1.73143 6.20951 0.3722
H 8.83440 -5.03315 0.79052 0.4531
C 0.76006 -1.51463 7.47962 -1.9818
H -3.01144 5.16078 -7.11500 0.2760
H -5.33846 -0.26373 5.48659 -0.0122
H 1.77422 3.80132 -0.84622 0.3578
H 1.81813 -1.27989 -3.26263 0.0395
H 2.46734 -2.45996 5.42719 -0.2534
H -3.38140 7.75229 -10.64560 0.2922
O 0.34252 5.85811 -5.14280 -0.3849
H 8.25871 -1.02767 -1.63844 0.4769
H -2.97137 -0.69271 6.28251 0.0223
H 3.10192 1.56368 5.82089 0.3742
H -6.18752 0.79062 4.22904 -0.2940
H -2.86728 -3.64413 -1.26748 0.1133
H 0.83068 2.34136 2.89703 0.8541
H -5.34580 0.60305 1.83745 -0.5340
H -5.57677 2.61651 5.58832 0.4219
C -0.17616 -4.88330 -2.35545 -0.4424
C -4.86732 -5.35578 1.03772 -0.6607
O 3.29570 0.00235 2.24421 -0.1626
N -5.00621 1.77649 5.67850 -0.4328
H 8.82068 2.38228 -1.59589 0.3488
H -5.84911 -6.22794 -1.07956 0.3848
O 1.04804 0.07021 0.72993 2.1336
C -3.39058 -1.64232 -1.45568 0.3452
H -3.93274 6.09074 -10.57340 0.3170
N 5.86827 -3.25624 0.43974 1.4504
H 8.98233 2.67004 0.14046 0.4864
C -6.07554 1.19681 1.27507 -0.3182
H -2.26895 6.47186 -5.13395 0.3873
C 5.59927 -4.02567 -1.96601 -1.9505
H -1.96415 1.41977 -0.18305 -0.2405
H -7.32875 -2.72707 -2.22446 0.2246
H -4.08763 3.07392 -1.71660 0.4653
H -0.90127 -2.14467 -1.98395 -0.1794
H -3.11962 -2.55517 6.72445 0.4442
H 5.12472 -3.75749 -2.90966 0.2675
N -3.98506 -3.24172 1.83421 -0.0530
C 3.49174 0.82919 -7.28438 -1.9012
H 1.53822 2.17782 -6.04987 0.6724
C 3.92880 -1.01897 2.96814 0.2275
H 7.15027 -2.47459 2.76385 0.2495
C -3.45361 -2.38584 4.09445 -0.2481
C 5.47102 2.00011 -3.71741 -0.2792
O 4.96624 -4.10401 1.13678 -0.6322
H 1.95698 0.14193 1.07043 -0.4903
C -8.69973 1.67639 -2.43022 -0.7815
C -0.08274 1.79688 2.66629 -1.2868
O -0.43954 -4.80336 -0.96874 -0.4477
H 0.80748 0.54244 -8.03425 0.4022
C 0.55749 0.73921 6.37969 0.0261
H 5.10748 1.00997 -3.41756 0.0547
H 5.13882 -4.64979 8.38456 0.3214
H -8.40720 1.77230 0.45600 0.3679
H 2.23247 6.47014 -4.71431 0.3206
C -3.02871 -2.50288 2.64422 0.6277
H -3.73517 1.51759 -2.49907 0.1549
O -3.07044 6.81963 -8.77767 -0.2816
C 2.35988 0.14366 -6.48581 1.9507
H 0.56337 -2.46085 -3.64022 -0.3166
H -8.99675 -1.04061 -0.62752 0.2611
H -2.21008 5.52761 4.39931 0.2172
C -4.46744 2.06561 -1.90425 -1.2354
O -5.27437 -2.87220 -2.30978 -0.4791
C 1.34746 -0.28822 -7.57046 -1.5630
H 2.00675 -2.11993 3.26186 0.7845
C 7.91038 -4.74466 0.29197 -1.7458
H -1.16959 6.91797 -7.03772 0.2849
H 2.44340 -0.38473 6.72619 0.0690
C 1.13841 -1.62621 -4.04443 -0.9059
H -9.63959 2.79238 6.52710 0.2327
C 0.31367 0.96174 -2.01965 -0.0299
H 1.90194 -0.73540 -8.40014 0.4016
N 2.87220 -1.06293 -5.83463 -0.1872
C -0.49974 3.40533 0.81960 -1.7619
H -1.66012 -1.60309 6.70094 -0.8066
H -6.62215 -3.79729 -0.94993 0.1146
H -7.69546 -0.09433 5.91988 0.4718
H 7.93467 -4.90803 -0.78605 0.2949
H -3.32741 1.07885 4.72526 -0.0464
C 8.28134 2.38344 -0.64595 -1.3837
H 0.90887 -4.73478 -2.42790 0.0691
H -2.50858 1.63755 1.48792 -0.1274
H 4.56686 1.52761 3.06190 0.5237
H -2.80875 -1.51240 2.23519 -0.6393
H 0.76049 0.92782 -5.20216 0.1840
H -0.51670 -3.67401 0.64761 0.0468
H -1.23215 3.33603 -1.23727 -0.0896
C 2.25155 2.14729 5.45123 -0.4161
H 6.88652 4.31423 1.10509 0.2663
C 3.43878 -2.96157 5.33246 0.0253
H 5.91413 -0.76642 -0.71466 0.1959
H 1.17881 6.19484 -3.25073 0.2561
O 6.49214 2.39048 -2.82257 -0.5269
H 0.30777 0.39380 5.36938 -0.0785
H -8.74085 1.96454 7.80584 0.3097
H 2.02685 1.35149 8.31035 0.3164
H -4.33911 -6.33425 -2.04257 0.2349
H 4.67795 2.75090 -3.78365 0.1686
H -3.81292 -3.35432 4.45845 0.3798
O -7.82148 1.93648 5.98011 -0.2827
H 2.02904 1.82250 4.43183 -0.0522
H -3.69344 -3.07755 0.86768 0.1498
H -4.26589 -1.64883 4.15287 -0.0036
H -9.58943 1.03622 6.50882 0.3108
H 0.18281 -0.11294 -1.83562 -0.5490
H 4.14458 -2.18133 5.63022 0.1892
H 3.21895 2.17663 -0.75388 0.7745
H 3.45901 -3.11191 -4.07243 -0.1879
C -4.76973 -6.39653 -1.04246 -0.9487
C 7.41261 -3.44533 2.32976 -2.0135
H -5.25869 -2.01343 -0.37248 0.4930
H 5.24061 3.52171 -1.61431 0.2353
H 3.05043 -2.66322 2.00890 0.0515
H -5.41162 -0.94250 -1.71249 0.2915
H -0.33925 -1.55423 -7.89111 0.4376
C 3.07002 -2.26354 3.02808 -1.2966
C -6.51512 -3.41959 -1.97093 -0.5196
H 6.99150 2.75016 1.33942 0.2362
C -1.71242 1.23492 0.86279 0.0385
H -0.53035 4.83168 -0.74833 0.5900
H -1.17451 6.91195 -9.50026 0.4089
H 4.61365 -4.63014 6.07865 0.4056
H -3.11190 -0.69168 -1.00191 -0.5873
C 3.98072 1.24955 2.18262 -0.8814
O -2.34089 -1.96033 4.84161 -0.2193
C 5.40917 -2.91775 -0.90814 1.7636
N 0.76205 1.40866 0.40107 0.5019
H 0.71805 -3.08792 -0.46214 -0.3586
C -2.04747 5.41096 -5.32734 -1.0533
H 7.81195 -1.40881 0.86970 0.3487
H 6.69638 -4.12837 2.78853 0.4492
H 2.87222 -4.93765 5.97762 0.3565
H -5.11567 -6.35136 1.43338 0.4894
H -6.68161 0.23178 -0.47490 -0.1972
C 0.93397 3.20820 -1.22270 -1.6327
H 7.24717 -5.58362 0.56003 0.3731
H -6.61889 1.83980 1.96742 0.6053
H 1.32086 -2.31231 7.97116 0.3586
H 9.12732 -2.42149 0.33769 0.4092
H 8.05014 1.32749 -0.47078 0.1032
H -8.12530 1.79814 -3.34510 0.2121
H -6.77156 0.63229 7.25503 0.4119
C 1.95483 -2.08208 -5.25946 2.1397
O -4.68478 1.34901 -0.70657 0.6103
H -2.92661 -5.02184 1.92393 0.2541
H -8.82928 0.37806 1.42403 0.4204
H 3.24562 -3.83164 -5.71194 0.5319
H -0.17985 5.63560 -7.54705 0.3193
H -0.88441 5.24884 -3.55890 0.1508
C 1.74586 1.21256 -5.58136 -1.3286
H -0.40017 -0.74855 -6.36977 0.2568
H -5.41807 2.07342 -2.44979 0.1821
H -4.25068 2.07403 3.67032 -0.4043
H -4.75647 7.37472 -9.64541 0.2436
H -5.91725 2.87766 -0.02499 0.5225
C 2.60775 1.41153 -1.23460 -0.8862
H 2.82715 0.41803 -0.84672 -0.9494
C -1.80760 6.21563 -8.93294 -0.7192
H 4.07630 0.05641 -7.79445 0.5325
H -9.77767 1.71454 -2.59171 0.3366
H -0.77098 1.13628 -1.92378 -0.4878
H -0.37220 0.75645 6.95151 0.1108
H 2.07089 -3.99816 -4.36637 0.2758
C 5.95273 2.68650 -1.55076 0.7151
C 8.05490 -2.26161 0.22346 -1.3348


Record 2
44
Properties=species:S:1:pos:R:3:mulliken_charge:R:1 method="wB97M-V/def2-TZVPD" lumo_energy_ev=-1.295 de_lowest_kcal_mol=0.0 orbital_gap_ev=7.7 energy_ev=-52714.9589
O -4.57291 3.63768 2.74408 -0.5847
C -1.21598 -3.44761 1.18756 -1.3102
H -2.28400 -3.32549 1.00724 0.2940
Li 0.31270 0.95926 0.62803 0.8720
H 4.13946 3.87244 -0.58837 0.3343
H -3.82778 -5.10891 -2.67758 0.2500
O -2.49068 4.85493 1.98716 -0.6094
H 2.94564 4.16936 0.70955 0.3759
H 1.20115 4.68560 -1.15177 0.3337
C -2.99637 -5.53789 -2.11826 -0.7563
O -2.38893 -4.48709 -1.30403 -0.3446
N 3.08110 1.47705 1.56230 -0.5387
H -0.82604 -2.56946 1.70223 0.2823
H 5.50516 1.81007 -0.65251 0.3537
H 3.63996 0.80584 2.06949 0.2294
C 3.32467 3.44077 -0.00710 -0.6410
S -3.98693 2.59294 0.25548 1.0649
F -3.22969 1.79610 -0.92187 -0.2827
H 0.04883 -2.71020 -1.79239 0.2657
C 4.70152 1.28383 -0.13741 -1.3800
H -2.29776 -5.87921 -2.88217 0.3169
O 2.35833 2.91111 -0.92360 -0.2461
H 0.90212 3.33716 -2.32230 0.2740
H 4.70158 2.67983 1.52249 0.3998
H 2.76168 1.97688 2.37976 0.2712
H 5.06667 0.40513 0.39424 0.4073
H -1.14675 -4.17736 1.99427 0.3819
N -2.74282 2.47722 1.39113 -0.2094
C 3.96592 2.31797 0.80417 0.1192
C -1.11224 -4.94353 -0.75074 -0.7739
H 2.29677 4.32945 -2.44189 0.3092
H -1.18398 -5.77266 -0.04681 0.3877
H 3.99577 0.84206 -0.84088 0.3000
H 0.55553 -4.17746 0.16950 0.3375
O -4.17515 3.90800 -0.34978 -0.5251
C 1.63876 3.85888 -1.71135 -0.8206
C -0.44258 -3.79886 -0.05084 0.3537
S -3.16006 3.58474 2.25621 1.0132
H -3.25392 -6.36964 -1.46257 0.2866
O -5.11253 1.73195 0.47836 -0.5390
H -1.39554 -2.67193 -1.26964 0.3315
N -0.44972 -2.63545 -0.91721 -0.6870
F -2.39693 3.17515 3.61695 -0.3087
H -0.45402 -5.30866 -1.53910 0.4117


Record 3
21
Properties=species:S:1:pos:R:3:mulliken_charge:R:1 method="wB97M-V/def2-TZVPD" lumo_energy_ev=0.272 de_lowest_kcal_mol=111.4 smiles="CC(=O)C(C)(C)O.C#C" orbital_gap_ev=8.7 energy_ev=-11543.5714
H -1.84248 -0.91701 -1.48761 0.3624
H -0.48858 2.72044 -1.55461 0.4767
C -1.63326 0.29830 0.95366 -1.6623
H -1.65179 -2.31791 0.50386 0.5075
C 1.20363 2.50734 -0.04476 -0.5454
H -1.21908 0.28693 1.96122 0.3226
C 0.23446 2.50680 -0.80624 -0.1529
H 1.85445 -1.54542 -0.69983 0.3422
H 2.96225 -0.20975 -0.51936 0.4136
C -0.68072 -0.44082 0.01918 1.1992
H -2.60577 -0.20344 0.98439 0.4868
H -0.12600 -2.54816 -0.28012 0.3765
H 1.57449 -0.12975 -1.67970 0.3143
O -1.07084 -0.35119 -1.35120 -0.5706
O 1.28411 -0.00578 1.56061 -0.5739
H -0.19661 -2.03495 1.42259 0.3703
H 1.89647 3.25197 0.29657 0.4031
C 1.91640 -0.45975 -0.70141 -1.2589
C 1.05336 0.18481 0.37255 0.6055
C -0.63782 -1.90731 0.43565 -1.7196
H -1.82668 1.31467 0.61455 0.3029